No. 1
13
Properties=species:S:1:pos:R:3:forces:R:3 method="wB97M-V/def2-TZVPD" de_lowest_kj_mol=536.9 total_charge=+1 homo_lumo_gap_ev="8.91 / 7.36" homo_energy_ev="-15.7990 / -14.6442"
S 2.72294 -0.19676 -0.23635 -2.036 0.154 -1.772
O 3.07459 -0.38925 1.10158 1.437 0.381 2.505
O 1.42835 1.21745 -0.37724 0.844 2.172 -0.403
N 0.16679 0.89607 -0.24860 -1.355 0.045 0.937
N 1.45345 -1.26143 -0.33932 -6.558 2.894 0.617
C -0.86404 1.72713 -0.16729 3.248 -0.864 0.200
C 0.00164 -0.44794 -0.05702 7.340 -4.963 -2.072
C -1.13506 -1.29996 0.10469 -1.472 -0.447 -3.016
H -1.78355 1.36082 0.08844 -2.169 -1.454 0.139
H -0.78731 -2.41425 0.03331 -0.979 2.257 0.327
H -1.64615 -0.97695 0.98702 -0.630 -0.467 0.835
H -0.75760 2.75949 -0.06253 0.798 1.529 -0.455
H -1.87406 -0.97443 -0.82669 1.533 -1.238 2.155

***

No. 2
69
Properties=species:S:1:pos:R:3:forces:R:3 method="wB97M-V/def2-TZVPD" de_lowest_kj_mol=67.7 total_charge=-2 s2=2.0193 homo_lumo_gap_ev="5.18 / 5.71" multiplicity=3 homo_energy_ev="-0.8086 / -1.7815"
Sb 3.11517 0.27290 -2.44329 0.029 0.023 -0.085
Pd 0.37202 0.16453 0.34201 0.209 0.188 -0.148
S 4.31351 -1.52811 -3.23712 -0.046 -0.004 -0.004
S 2.35705 1.08896 0.55355 0.000 -0.090 0.142
S 2.65776 1.94439 -3.98245 -0.100 -0.030 0.089
S 0.93693 -0.60341 -1.73148 0.064 0.086 0.074
P -1.38397 1.77882 -0.94576 0.074 -0.409 0.226
F -1.61051 -1.25576 0.55088 -0.095 -0.047 0.304
N -0.94163 4.00529 -2.53938 -0.014 -0.086 -0.013
N -2.35365 2.25149 -3.51373 0.036 -0.001 0.082
N -3.25155 3.70597 -1.73800 0.070 -0.032 0.004
N -0.26418 0.31120 2.41318 -0.274 -0.293 -0.033
C -1.89889 1.17801 -2.61842 0.027 0.026 -0.137
C -3.50742 2.94078 -2.95908 -0.113 0.054 -0.084
C 1.22495 2.53783 4.96872 -0.018 -0.014 -0.023
C -3.00594 -2.15909 2.19680 -0.026 0.020 0.065
C 2.34814 0.43666 5.02628 -0.039 0.034 0.018
C -2.89906 2.80654 -0.62810 -0.077 0.036 -0.023
C 3.18097 -1.60765 2.91067 0.029 0.010 -0.043
C 1.76638 -1.43677 3.46031 -0.218 -0.095 -0.200
C -1.69583 -0.70340 4.13724 -0.042 -0.012 0.219
C -2.73812 -1.55227 4.48003 0.066 0.053 -0.021
C 1.47094 -2.50482 4.51722 -0.002 -0.016 -0.033
C 2.19508 1.72074 5.52484 -0.070 -0.086 -0.113
C 0.39885 2.09061 3.93919 0.098 0.258 0.148
C -0.02147 3.60806 2.00298 0.024 -0.104 -0.101
C -2.14450 4.62624 -2.01651 -0.014 0.112 0.036
C -1.97924 -1.31030 1.88016 -0.028 -0.046 -0.297
C -0.29086 3.14600 -1.54064 0.084 0.092 -0.100
C -0.56594 3.08520 3.32880 -0.071 0.071 0.103
C -3.41569 -2.29345 3.52397 0.055 0.024 -0.092
C -2.00164 2.58616 3.15878 -0.057 0.023 -0.032
C 1.53931 -0.03988 4.00071 0.278 -0.180 0.149
C -1.25433 -0.52443 2.80327 0.041 0.037 -0.175
C 0.54580 0.78566 3.46355 0.066 0.144 -0.328
C -1.27983 3.22762 -3.72931 -0.037 0.052 -0.087
H -0.59394 3.92748 4.03265 -0.041 -0.015 -0.032
H -1.19002 -0.14448 4.91584 -0.026 -0.033 -0.017
H 0.45910 -2.41118 4.91165 -0.042 0.032 -0.010
H -3.46916 -2.71621 1.39359 -0.025 -0.030 -0.031
H -1.89498 5.16016 -1.09475 -0.015 0.000 -0.017
H 2.83493 2.08511 6.31810 0.025 0.015 0.044
H 2.17148 -2.43095 5.35292 0.037 0.021 0.045
H -2.75007 3.39970 0.27744 0.015 0.024 0.011
H -2.50218 5.35134 -2.75553 0.010 0.006 -0.001
H -2.34758 2.03293 4.03274 -0.004 0.013 0.036
H -2.69607 0.43635 -2.50637 0.006 0.009 0.005
H -3.74373 2.13704 -0.43158 0.025 0.014 -0.007
H 1.06741 -1.57572 2.62321 0.238 -0.004 0.239
H 0.97150 4.04315 2.12302 0.028 -0.005 -0.005
H -4.29397 2.20853 -2.75238 0.009 0.016 -0.015
H 3.92640 -1.47809 3.69810 0.057 0.001 0.058
H -0.38222 2.71118 -4.07304 0.007 -0.001 -0.016
H -3.87380 3.64586 -3.71478 -0.002 -0.034 0.025
H -1.61881 3.92470 -4.50342 0.023 -0.005 -0.006
H -2.08506 1.92273 2.29709 -0.005 0.076 0.035
H -3.02106 -1.62994 5.52368 -0.001 -0.004 0.027
H -2.66900 3.43928 3.00984 -0.035 0.032 -0.024
H 3.30263 -2.60875 2.49414 0.011 -0.041 -0.028
H 1.10659 3.55598 5.32504 -0.004 0.018 0.016
H 1.57566 -3.50260 4.08516 0.005 -0.021 -0.016
H 0.60316 2.69955 -1.98995 -0.016 -0.010 0.017
H 0.03815 3.75535 -0.69584 -0.028 -0.019 -0.033
H 3.39312 -0.88766 2.11876 -0.052 -0.011 0.037
H -1.03304 0.67319 -3.05367 -0.074 0.023 0.010
H 3.11856 -0.20759 5.43177 0.054 -0.033 0.030
H -0.68650 4.37003 1.58806 -0.060 0.045 -0.030
H -4.22396 -2.95985 3.78991 -0.029 -0.020 0.002
H 0.06661 2.78469 1.28646 -0.003 0.141 0.158